79
Properties=species:S:1:pos:R:3 method="wB97M-V/def2-TZVPD" max_force_ev_per_a=2.69 e_above_lowest_kcal_mol=0.0 gap_ev=8.557 total_charge=+1
C 3.447 4.760 -2.225
O 4.256 4.078 -3.163
C 3.495 3.427 -4.170
C 3.107 2.012 -3.704
C 4.357 1.202 -3.350
C 4.110 -0.286 -2.981
C 2.687 -0.681 -2.610
N 2.217 -0.197 -1.273
C 0.967 -0.631 -0.998
N 0.254 -1.354 -1.839
C -0.947 -1.586 -1.308
C -2.031 -2.346 -1.913
I -3.081 -1.361 -3.474
C -2.343 -3.586 -1.530
C -1.599 -4.317 -0.444
I -3.930 -4.685 -2.383
N -0.962 -1.002 -0.109
C -2.174 -1.077 0.726
C -3.365 -0.269 0.201
C -4.565 -0.934 0.249
C -5.734 -0.343 -0.153
C -5.691 0.950 -0.607
C -4.504 1.622 -0.677
C -3.322 1.035 -0.279
C -2.050 1.854 -0.395
N 0.224 -0.413 0.134
C 0.401 0.236 1.419
C 0.492 -0.757 2.639
O 1.458 -0.212 3.532
C 0.886 -2.189 2.280
N 0.545 -3.018 3.473
C 3.007 0.626 -0.432
C 3.522 -0.043 0.869
F 2.399 1.863 -0.174
H 4.066 5.501 -1.711
H 2.613 5.303 -2.681
H 3.100 4.068 -1.445
H 2.595 4.001 -4.417
H 4.141 3.344 -5.048
H 2.588 1.525 -4.540
H 2.420 2.116 -2.856
H 5.082 1.303 -4.162
H 4.834 1.690 -2.493
H 4.788 -0.539 -2.156
H 4.420 -0.909 -3.823
H 2.009 -0.358 -3.398
H 2.665 -1.770 -2.537
H -1.190 -5.260 -0.813
H -2.329 -4.594 0.326
H -0.813 -3.705 -0.003
H -2.485 -2.118 0.770
H -2.017 -0.766 1.762
H -4.588 -1.960 0.610
H -6.661 -0.898 -0.091
H -6.619 1.424 -0.909
H -4.509 2.636 -1.063
H -1.257 1.353 -0.949
H -1.730 2.214 0.585
H -2.300 2.751 -0.967
H 1.227 0.926 1.536
H -0.497 0.818 1.624
H -0.445 -0.768 3.206
H 2.102 -0.891 3.757
H 1.966 -2.298 2.163
H 0.344 -2.610 1.427
H 0.906 -3.961 3.358
H -0.466 -3.138 3.444
H 3.924 0.936 -0.922
H 4.613 -0.037 0.886
H 3.196 0.469 1.771
H 3.227 -1.093 0.825
C -3.220 0.058 5.063
O -3.607 -0.665 4.156
N -3.977 1.079 5.551
N -2.000 -0.098 5.661
H -3.683 1.684 6.294
H -4.879 1.221 5.135
H -1.417 -0.845 5.332
H -1.668 0.484 6.406